A structure of composition C31H45MnO3. Source: the Open Molecules 2025 dataset; level of theory: the ωB97M-V functional and the def2-TZVPD basis.

Computed properties:
HOMO level (alpha / beta) = -10.18 / -9.99 eV
2S+1 = 4
Kohn-Sham gap (alpha / beta) = 6.31 / 3.73 eV
Charge = +1
LUMO (alpha / beta) = -3.864 / -6.256 eV

The geometry in XYZ format:
```
80
Properties=species:S:1:pos:R:3:forces:R:3:lowdin_charge:R:1
O -0.892588 -3.991245 -2.723849 -1.74 0.73 0.27 -0.16
C -1.784736 -3.080679 -3.486771 0.15 -1.01 0.63 -0.12
C -3.028972 -3.793411 -2.883232 0.22 -0.17 -0.16 -0.05
H -1.754178 -3.213449 -4.581276 0.55 0.20 0.43 0.12
H -1.539597 -2.035918 -3.186976 -0.47 -0.78 -0.35 0.09
C -2.008004 -4.552770 -1.979465 -0.35 0.32 -0.54 -0.55
H -3.560026 -4.492744 -3.557785 0.25 0.71 0.10 0.12
H -3.724189 -3.087672 -2.401248 0.05 -0.65 0.05 0.10
C -1.908149 -6.073861 -1.942683 0.30 0.08 0.09 -0.01
H -1.552757 -6.530878 -2.871610 -0.28 0.33 -0.04 0.09
H -2.856915 -6.523201 -1.652313 -0.02 -0.04 0.02 0.09
H -1.154001 -6.329961 -1.180615 -0.28 -0.02 -0.16 0.09
C -2.083563 -4.014245 -0.581145 0.14 0.03 0.45 -0.04
H -2.246754 -2.941633 -0.599515 -0.13 0.21 -0.04 0.05
H -1.151447 -4.186429 -0.052150 0.18 -0.21 0.16 0.08
H -2.896493 -4.506210 -0.035652 0.06 0.15 -0.01 0.11
Mn -0.939324 0.144575 0.087467 -0.78 1.54 1.23 0.64
C -2.704843 1.357648 0.331082 0.07 0.11 -1.72 -0.11
C -1.670527 2.158959 -0.263399 -0.96 -0.72 -0.78 -0.08
C -1.303874 1.564182 -1.517039 -0.67 -0.64 0.56 -0.07
H -1.311521 3.100497 0.125472 0.39 -0.20 0.15 0.10
C -2.090516 0.352843 -1.696359 -0.68 0.52 1.20 -0.09
C -2.971722 0.224595 -0.535139 1.02 1.63 -0.88 -0.09
H -3.749882 -0.503336 -0.363637 0.24 -0.19 -0.05 0.13
H -3.263438 1.638092 1.207781 0.14 -0.19 0.15 0.12
H -0.643122 2.014217 -2.248007 0.10 -0.27 0.21 0.13
H -2.142599 -0.273427 -2.573816 0.20 0.05 0.13 0.10
C -0.211262 0.484856 2.118165 0.32 -1.12 -0.17 -0.07
C -1.483429 -0.155779 2.180608 0.84 -0.68 0.29 -0.10
C -1.401159 -1.402260 1.475975 1.13 0.08 0.52 -0.11
H -2.327239 0.195651 2.771062 0.20 -0.08 -0.42 0.14
C -0.054854 -1.534419 0.960314 -0.13 -0.21 0.45 -0.11
C 0.694215 -0.366225 1.382987 -1.31 -0.22 0.20 -0.09
H 1.751448 -0.185419 1.288942 -0.04 -0.12 -0.32 0.11
H 0.053787 1.378397 2.672157 -0.04 0.09 -0.49 0.11
H -2.196754 -2.141108 1.474950 0.24 0.21 -0.44 0.12
H 0.345357 -2.388356 0.405538 -0.25 0.43 0.27 0.13
O 1.135433 -2.772419 -3.606420 1.70 -0.20 -1.69 -0.15
C 1.006402 -4.097044 -4.162513 0.17 -0.70 -0.69 -0.23
C 2.015835 -4.367029 -5.280929 0.31 0.13 -0.34 -0.15
H 0.042272 -4.205175 -4.658214 -0.02 0.03 0.54 0.09
H 1.122857 -4.841179 -3.376654 -0.18 0.13 0.00 0.12
C 2.826262 -3.065427 -5.409370 -0.25 0.00 0.08 -0.16
H 1.478716 -4.613921 -6.211646 0.28 0.17 0.31 0.11
H 2.648402 -5.237582 -5.057518 -0.09 0.35 0.03 0.11
C 2.340072 -2.203520 -4.215591 0.32 0.20 0.13 -0.17
H 2.682752 -2.567485 -6.375607 -0.16 -0.09 0.26 0.11
H 3.894330 -3.273039 -5.327581 -0.06 0.14 0.06 0.10
H 2.129260 -1.170027 -4.531218 -0.06 -0.31 0.23 0.11
H 3.175906 -2.183044 -3.490810 -0.59 0.09 0.09 0.11
C -2.174446 3.876853 4.478455 0.02 -0.07 -0.07 -0.07
C -1.350400 4.046929 3.199652 0.31 -0.64 0.42 -0.38
C -1.771646 5.302302 2.445085 0.26 0.16 -0.20 -0.04
C 0.143637 4.025749 3.474936 -0.23 -0.74 -1.99 -0.09
C 0.718312 4.407049 4.672503 1.72 0.04 1.51 0.02
C 2.096300 4.234223 4.893051 -0.03 -0.07 0.81 -0.06
C 2.891532 3.592179 3.934857 0.03 0.35 1.99 0.02
C 2.365708 3.192818 2.724820 -1.51 -0.11 -1.80 -0.08
C 3.127936 2.407097 1.678402 -0.11 -0.38 0.49 -0.38
C 3.583921 3.275924 0.510319 -0.25 0.41 -0.13 -0.04
C 4.327026 1.665618 2.265863 -0.11 -0.16 0.03 -0.08
C 1.025454 3.657185 2.369707 0.10 1.40 -0.94 -0.35
O 0.634244 3.740478 1.173940 -0.14 -1.03 0.54 -0.02
H -2.134592 4.796365 5.076647 -0.11 -0.25 -0.01 0.08
H -1.808756 3.035336 5.083173 -0.13 0.22 -0.07 0.09
H -3.221253 3.684877 4.214826 0.16 0.11 0.15 0.08
H -1.545198 3.181540 2.544442 0.06 0.17 0.06 0.11
H -1.598426 6.188021 3.063467 -0.05 -0.04 -0.09 0.09
H -1.194621 5.392840 1.522396 -0.11 0.10 0.07 0.08
H -2.836996 5.246262 2.207921 0.05 0.05 0.00 0.09
H 0.096819 4.857889 5.454463 0.32 0.03 -0.35 0.13
H 2.546341 4.562808 5.830918 -0.20 -0.10 -0.33 0.11
H 3.943880 3.366384 4.153747 -0.41 0.44 -0.11 0.13
H 2.416055 1.667707 1.277826 0.15 0.30 0.02 0.11
H 4.302347 4.029189 0.855722 -0.10 -0.12 -0.10 0.09
H 4.067712 2.646961 -0.243419 -0.02 0.09 0.09 0.09
H 2.721740 3.776813 0.063200 0.22 0.00 -0.02 0.07
H 4.048903 1.087082 3.152841 0.10 0.04 -0.05 0.09
H 4.723443 0.969270 1.520071 0.07 0.15 0.13 0.09
H 5.120150 2.373259 2.535423 -0.06 -0.21 -0.04 0.09
```
Positions in Å, forces in eV/Å.